(1)
Molecular formula: C5H10N
Method: DFT, the ωB97M-V functional and the def2-TZVPD basis

Net charge = +1
Frontier orbital gap = 9.2 eV

Each line ends with the Mulliken charge.
Cartesian coordinates (Å):
C -1.72 -0.17 0.81  -0.35
C -0.48 0.26 0.51  0.65
C 0.84 0.26 0.35  0.25
C -2.89 0.18 0.31  -0.69
C 2.16 0.46 0.98  -0.90
N 0.14 1.14 -0.69  -0.29
H -1.71 -0.94 1.62  0.28
H -0.83 -0.46 -2.15  -0.24
H -3.04 0.72 -0.62  0.24
H -3.86 -0.09 0.67  0.28
H -0.92 -0.50 -2.90  0.26
H 2.94 -0.07 0.41  0.32
H 1.92 -0.06 1.97  0.30
H 2.31 1.48 0.94  0.31
H 0.14 0.77 -1.71  0.23
H 0.16 2.19 -0.35  0.36



(2)
Molecular formula: C5H10N
Method: DFT, the ωB97M-V functional and the def2-TZVPD basis

Net charge = +1
Frontier orbital gap = 9.0 eV

Each line ends with the Mulliken charge.
Cartesian coordinates (Å):
C -1.88 0.37 -0.13  -0.65
C -1.22 -0.65 0.75  -0.06
C -0.74 -0.53 -0.67  -0.23
C 0.54 -0.07 -0.21  -0.16
C 1.67 -1.01 0.25  -1.07
N 0.67 1.34 -0.24  -0.01
H -2.92 0.01 -0.51  0.29
H -1.83 1.44 0.23  0.29
H -1.04 -0.90 1.77  0.42
H -0.94 -1.25 -1.59  0.31
H 1.32 -2.10 0.47  0.31
H 2.15 -0.69 1.19  0.37
H 2.43 -1.01 -0.60  0.33
H 1.16 1.68 -1.13  0.40
H 0.95 1.75 0.63  0.40
H -0.32 1.61 -0.20  0.06



(3)
Molecular formula: C5H10N
Method: DFT, the ωB97M-V functional and the def2-TZVPD basis

Net charge = +1
Frontier orbital gap = 9.3 eV
SMILES string = C/C=C\C=C\[NH3+]

Each line ends with the Mulliken charge.
Cartesian coordinates (Å):
C 0.02 1.26 2.28  -1.09
C -0.82 1.62 1.12  0.01
C -0.91 1.04 -0.08  -0.59
C -0.17 -0.14 -0.49  0.09
C -0.12 -0.73 -1.70  -0.33
N 0.70 -1.93 -1.93  -0.29
H 0.52 2.15 2.65  0.31
H 0.77 0.49 2.07  0.34
H -0.62 0.91 3.10  0.29
H -1.45 2.49 1.29  0.38
H -1.57 1.46 -0.83  0.32
H 0.42 -0.60 0.29  0.05
H -0.65 -0.36 -2.56  0.40
H 1.57 -1.69 -2.43  0.36
H 0.19 -2.62 -2.50  0.38
H 0.95 -2.35 -1.03  0.37



(4)
Molecular formula: C5H10N
Method: DFT, the ωB97M-V functional and the def2-TZVPD basis

Net charge = +1
2S+1 = 3
⟨S²⟩ = 2.007
Frontier orbital gap (alpha / beta) = 8.8 / 10.3 eV

Each line ends with the Mulliken charge.
Cartesian coordinates (Å):
C -0.45 0.61 -0.75  0.68
C -0.31 1.47 0.66  -0.39
C 0.62 -0.12 -0.12  -0.05
C -1.75 -0.09 -1.06  -1.34
C 0.99 -1.50 0.42  -1.12
N 1.19 1.05 0.66  -0.17
H 0.04 1.21 -1.54  0.28
H -0.73 1.15 1.58  0.35
H -2.13 -0.78 -0.20  0.31
H -1.78 -0.71 -1.94  0.39
H -2.52 0.74 -1.26  0.34
H 0.30 -2.23 0.04  0.33
H 1.01 -1.58 1.51  0.40
H 2.08 -1.66 0.11  0.33
H 1.88 1.69 0.28  0.31
H 1.55 0.76 1.61  0.36



(5)
Molecular formula: C5H10N2
Method: DFT, the ωB97M-V functional and the def2-TZVPD basis

Frontier orbital gap (alpha / beta) = 8.1 / 8.1 eV

Each line ends with the Mulliken charge.
Cartesian coordinates (Å):
C 1.42 -0.53 -1.53  -0.88
C -2.48 -0.60 1.21  -0.82
C 1.51 0.34 0.78  -1.00
C -1.50 0.47 0.91  -0.10
C -0.07 1.22 -0.87  -0.21
N -1.08 0.81 -0.19  -0.13
N 1.19 0.65 -0.72  -0.13
H -0.20 1.98 -1.63  0.45
H 2.47 -0.84 -1.41  0.29
H 0.77 -1.38 -1.23  0.32
H 1.24 -0.29 -2.57  0.32
H -2.80 -1.17 0.34  0.34
H -3.37 -0.21 1.71  0.27
H -2.01 -1.32 1.88  0.25
H 2.59 0.20 0.76  0.35
H 1.04 -0.56 1.17  0.32
H 1.27 1.20 1.39  0.35



(6)
Molecular formula: C5H10N2
Method: DFT, the ωB97M-V functional and the def2-TZVPD basis

Frontier orbital gap = 10.4 eV
SMILES string = C[C@H]1N[C@H]1[C@H]1CN1

Each line ends with the Mulliken charge.
Cartesian coordinates (Å):
C -2.03 -0.27 0.11  -1.31
C -1.11 -0.30 -1.09  0.10
N -0.30 0.87 -1.44  -0.68
C 0.36 -0.33 -0.93  -0.20
C 0.94 -0.45 0.43  0.01
C 2.16 0.23 0.88  -0.45
N 0.87 0.58 1.47  -0.62
H -2.93 0.32 -0.11  0.34
H -1.55 0.15 1.00  0.38
H -2.35 -1.29 0.37  0.30
H -1.52 -0.81 -1.96  0.38
H -0.38 1.58 -0.72  0.27
H 0.95 -0.85 -1.69  0.39
H 0.86 -1.47 0.83  0.32
H 2.78 -0.41 1.50  0.25
H 2.67 0.97 0.26  0.27
H 0.56 1.47 1.08  0.25